Computed, not measured: a structure of composition C36H57BrGe2MgN2O2SSi3, with ωB97M-V/def2-TZVPD.

- Relative energy (zero: lowest compared OMol25 entry of this formula, charge and spin): 0.913 eV
- Total charge: +1
- 2S+1: 2
- E_HOMO (alpha / beta): -9.971 / -10.693 eV
- Frontier orbital gap (alpha / beta): 6.862 / 7.063 eV
- Calculated total energy: -268319.5534 eV

XYZ file:
```
105
Properties=species:S:1:pos:R:3:lowdin_spin:R:1
Mg 1.2496 0.9675 -1.6233 0.09
S 5.4933 2.1421 -0.9618 0.01
C 5.5383 0.4234 -0.7256 0.00
C 6.5981 -0.3771 -0.3119 0.00
C 6.3766 -1.7353 -0.1971 0.00
C 5.1267 -2.2888 -0.4970 0.00
C 4.0780 -1.4935 -0.9110 0.00
C 4.2860 -0.1191 -1.0205 0.00
N 3.3413 0.8219 -1.3997 0.03
C 3.8292 2.0371 -1.4173 0.01
C 3.0054 3.2072 -1.7653 0.00
C 3.6040 4.4637 -1.8704 0.00
C 2.8380 5.5620 -2.2123 0.00
C 1.4802 5.3946 -2.4496 0.00
C 0.8973 4.1382 -2.3336 0.00
C 1.6273 3.0012 -1.9871 0.02
H 7.5660 0.0497 -0.0873 0.00
H 7.1831 -2.3807 0.1229 0.00
H 4.9854 -3.3577 -0.4090 0.00
H 3.1170 -1.9217 -1.1680 0.00
H 4.6673 4.5875 -1.6962 0.00
H 3.2947 6.5384 -2.3007 0.00
H 0.8741 6.2481 -2.7272 0.00
H -0.1671 4.0606 -2.5313 0.00
C -2.0234 1.7663 -3.7434 0.00
Si -2.6954 0.0563 -3.3760 0.00
C -1.8701 -1.2026 -4.4907 0.00
C -4.5506 0.0089 -3.6242 0.00
Ge -2.3417 -0.4494 -1.0455 0.00
Si -3.5114 -2.4427 -0.3638 0.00
C -5.2183 -1.6849 -0.1661 0.00
C -3.5323 -3.6929 -1.7552 0.00
C -2.9961 -3.1855 1.2727 0.00
Si -2.7841 1.4660 0.3410 0.00
C -2.8111 0.9924 2.1493 0.00
C -1.5074 2.7851 0.0106 0.01
C -4.4678 2.0675 -0.2172 0.00
H -2.1555 1.9978 -4.8034 0.00
H -0.9545 1.8590 -3.5286 0.00
H -2.5485 2.5331 -3.1700 0.00
H -2.2030 -1.0258 -5.5170 0.00
H -2.1352 -2.2288 -4.2285 0.00
H -0.7834 -1.1077 -4.4821 0.00
H -4.7843 0.3039 -4.6503 0.00
H -5.0800 0.6901 -2.9559 0.00
H -4.9510 -0.9954 -3.4719 0.00
H -5.5477 -1.1289 -1.0462 0.00
H -5.2564 -1.0147 0.6952 0.00
H -5.9440 -2.4840 0.0066 0.00
H -3.9733 -3.2635 -2.6575 0.00
H -4.1403 -4.5555 -1.4706 0.00
H -2.5356 -4.0577 -2.0062 0.00
H -2.7153 -2.4234 2.0011 0.00
H -2.1802 -3.9021 1.1838 0.00
H -3.8599 -3.7218 1.6762 0.00
H -1.8247 0.6723 2.4900 0.00
H -3.5161 0.1829 2.3493 0.00
H -3.1096 1.8511 2.7563 0.00
H -0.4961 2.4546 0.2550 0.02
H -1.7173 3.6684 0.6201 0.00
H -1.5151 3.0978 -1.0342 0.00
H -5.2460 1.3076 -0.1401 0.00
H -4.4351 2.4200 -1.2504 0.00
H -4.7675 2.9126 0.4080 0.00
Br 0.5492 -6.1419 -4.1814 0.00
C 0.2590 -4.9710 -2.7415 0.00
C -0.0808 -5.4826 -1.4895 0.00
N -0.2958 -4.7151 -0.4277 0.00
C -0.2010 -3.3998 -0.5821 0.00
C 0.1230 -2.8057 -1.7941 0.00
C 0.3836 -3.6071 -2.9018 0.00
C 0.2969 -1.3462 -1.8695 0.00
O 1.0808 -0.8221 -2.6643 0.00
O -0.3244 -0.5662 -1.0042 0.03
H -0.1763 -6.5527 -1.3490 0.00
H -0.3722 -2.7890 0.2965 0.00
H 0.6673 -3.1685 -3.8488 0.00
C 3.4024 2.3481 5.7915 0.00
C 2.4267 1.8203 4.7484 0.01
C 2.0531 2.8763 3.7152 0.03
C 1.0756 2.3823 2.6441 0.08
Ge 1.8693 0.9472 1.5494 0.46
C 1.6648 -0.9583 2.0359 0.10
C 0.2992 -1.4285 2.5370 0.00
C 0.0026 -1.0109 3.9740 0.00
C -1.2850 -1.6158 4.5181 0.00
H 3.6598 1.5818 6.5224 0.00
H 2.9737 3.1940 6.3316 0.00
H 4.3273 2.6885 5.3224 0.00
H 1.5193 1.4563 5.2393 0.00
H 2.8699 0.9528 4.2429 0.01
H 2.9645 3.2432 3.2324 0.00
H 1.6122 3.7375 4.2272 0.00
H 0.8255 3.1977 1.9630 0.00
H 0.1374 2.0406 3.0869 0.00
H 3.3795 1.2508 1.4101 0.04
H 2.4311 -1.1656 2.7907 0.02
H 1.9706 -1.5208 1.1489 0.00
H 0.2603 -2.5231 2.4903 0.00
H -0.4986 -1.0670 1.8737 0.00
H -0.0437 0.0789 4.0432 0.00
H 0.8439 -1.3155 4.6036 0.00
H -2.1546 -1.2716 3.9546 0.00
H -1.4424 -1.3410 5.5608 0.00
H -1.2585 -2.7058 4.4602 0.00
```